Record 1
127
Properties=species:S:1:pos:R:3 method="wB97M-V/def2-TZVPD" homo_lumo_gap_ev=8.6 charge=0 spin_multiplicity=1 smiles="CCCCNN(COCCOCC)[C@]([PH2]=S)([C@@H](I)CC)[C@@](N)(CCCC)O[C@@H](OC#N)[C@@H](Cl)CC.ClC(Cl)(Cl)Cl.ClC(Cl)(Cl)Cl.ClC(Cl)(Cl)Cl.ClC(Cl)(Cl)Cl.ClC(Cl)(Cl)Cl.ClC(Cl)(Cl)Cl.ClC(Cl)(Cl)Cl.ClC(Cl)(Cl)Cl.ClC(Cl)(Cl)Cl"
C 2.73 6.89 0.25
C 1.77 5.93 1.00
C 0.89 5.12 0.03
C 0.58 3.70 0.54
N 0.79 2.72 -0.52
N 1.29 1.46 -0.10
C 0.27 0.46 0.01
O -0.78 0.93 0.81
C -2.00 0.29 0.50
C -2.82 1.03 -0.57
O -3.93 1.72 -0.02
C -5.02 0.88 0.32
C -5.44 1.18 1.75
C 2.51 1.04 -0.83
P 3.12 2.64 -1.69
S 4.75 2.45 -2.77
C 2.34 0.05 -2.00
I 1.77 -1.99 -1.59
C 1.34 0.60 -3.08
C 1.96 0.95 -4.44
C 3.57 0.65 0.29
N 4.94 0.59 -0.24
C 3.61 1.74 1.40
C 3.03 1.41 2.79
C 1.61 0.91 2.91
C 1.30 0.62 4.40
O 3.31 -0.66 0.79
C 4.28 -1.12 1.67
O 3.51 -1.73 2.78
C 2.44 -2.38 2.40
N 1.49 -2.99 2.05
C 5.37 -2.12 1.18
Cl 5.59 -3.50 2.31
C 5.33 -2.66 -0.26
C 4.64 -4.01 -0.43
H 2.77 6.65 -0.81
H 3.74 6.83 0.63
H 2.36 7.91 0.30
H 1.13 6.55 1.61
H 2.34 5.29 1.67
H 1.33 5.01 -0.96
H -0.04 5.68 -0.09
H -0.48 3.68 0.82
H 1.12 3.47 1.45
H 0.00 2.65 -1.14
H 0.70 -0.42 0.48
H -0.13 0.11 -0.95
H -1.83 -0.73 0.16
H -2.59 0.25 1.40
H -2.21 1.76 -1.10
H -3.18 0.30 -1.31
H -4.77 -0.18 0.21
H -5.87 1.07 -0.33
H -6.42 0.76 1.95
H -4.71 0.78 2.44
H -5.51 2.26 1.85
H 2.14 3.12 -2.55
H 3.31 3.64 -0.73
H 3.29 -0.03 -2.51
H 0.59 -0.16 -3.26
H 0.80 1.45 -2.68
H 3.02 0.74 -4.50
H 1.45 0.42 -5.23
H 1.85 2.01 -4.64
H 5.35 1.51 -0.29
H 4.96 0.19 -1.17
H 3.16 2.66 1.07
H 4.66 1.99 1.58
H 3.67 0.71 3.32
H 3.10 2.33 3.37
H 1.41 -0.01 2.37
H 0.86 1.63 2.59
H 1.02 1.56 4.87
H 2.17 0.22 4.91
H 0.44 -0.03 4.48
H 4.80 -0.31 2.16
H 6.31 -1.58 1.28
H 6.37 -2.83 -0.52
H 4.95 -1.92 -0.95
H 4.31 -4.10 -1.46
H 5.33 -4.83 -0.27
H 3.75 -4.13 0.18
C 1.38 -7.00 -1.12
Cl 1.23 -5.28 -1.49
Cl 2.21 -7.81 -2.45
Cl 2.32 -7.20 0.36
Cl -0.22 -7.71 -0.90
C -3.67 -9.85 -0.08
Cl -4.79 -10.72 -1.13
Cl -2.23 -10.83 0.16
Cl -3.24 -8.30 -0.83
Cl -4.44 -9.53 1.47
C -3.13 -3.86 1.14
Cl -1.41 -3.58 1.40
Cl -4.00 -2.32 1.17
Cl -3.38 -4.63 -0.43
Cl -3.76 -4.92 2.41
C -6.87 -5.40 5.41
Cl -5.85 -6.45 4.42
Cl -8.46 -6.15 5.61
Cl -6.12 -5.17 6.99
Cl -7.06 -3.84 4.60
C -1.66 8.85 0.88
Cl -1.93 7.10 0.93
Cl -1.36 9.44 2.51
Cl -0.24 9.16 -0.13
Cl -3.04 9.71 0.19
C -7.84 7.68 1.00
Cl -8.48 6.47 -0.11
Cl -8.65 7.54 2.57
Cl -6.11 7.44 1.20
Cl -8.14 9.29 0.34
C -6.52 8.34 -3.50
Cl -6.98 6.73 -2.94
Cl -5.70 8.25 -5.05
Cl -7.98 9.33 -3.66
Cl -5.44 9.06 -2.30
C 3.60 -3.19 -5.75
Cl 3.84 -4.80 -5.07
Cl 4.22 -3.14 -7.40
Cl 1.88 -2.81 -5.75
Cl 4.48 -2.01 -4.77
C 0.52 -12.92 -2.24
Cl 0.24 -13.13 -3.97
Cl -0.92 -13.44 -1.35
Cl 1.90 -13.90 -1.75
Cl 0.84 -11.22 -1.90

=====

Record 2
91
Properties=species:S:1:pos:R:3 method="wB97M-V/def2-TZVPD" homo_lumo_gap_ev="7.6 / 8.2" charge=0 spin_multiplicity=7
C 1.92 -1.46 -4.20
C 1.69 -2.56 -3.21
H 2.65 -1.74 -4.96
H 2.26 -0.55 -3.68
H 0.97 -1.21 -4.70
C 2.43 -3.67 -3.05
C 3.54 -4.06 -3.97
H 2.23 -4.35 -2.24
H 3.94 -3.21 -4.55
H 3.22 -4.82 -4.69
H 4.36 -4.51 -3.40
Eu 0.20 0.75 -0.50
Cl -1.99 0.10 -1.86
Cl 1.51 3.17 -0.23
C -1.56 -1.68 1.11
O -0.66 -0.85 1.35
N -2.02 -2.59 1.99
C -1.46 -2.70 3.33
C -3.04 -3.56 1.61
H -2.05 -1.70 0.12
H -0.72 -1.93 3.50
H -1.00 -3.70 3.46
H -2.27 -2.60 4.08
H -3.31 -3.39 0.58
H -3.93 -3.45 2.25
H -2.64 -4.58 1.72
H 3.60 -0.65 -1.51
H 3.79 -3.23 -0.20
C 4.02 -0.34 -0.55
C 4.18 -2.56 0.58
N 3.58 -1.23 0.52
H 3.69 0.67 -0.32
C 2.63 -0.84 1.38
O 1.96 0.21 1.24
H 3.94 -3.00 1.57
H 2.49 -1.52 2.26
H 5.11 -0.38 -0.62
H 5.27 -2.49 0.47
O 1.15 -1.14 -1.44
C 0.63 -2.17 -2.17
C 0.71 -3.74 -0.14
C 0.09 -3.34 -1.32
H 1.50 -3.11 0.27
C 0.33 -4.94 0.46
H -0.23 -1.81 -2.78
C -1.01 -4.04 -1.81
H 0.87 -5.28 1.34
C -0.68 -5.71 -0.12
C -1.38 -5.26 -1.24
H -1.52 -3.62 -2.68
H -0.93 -6.67 0.31
H -2.17 -5.84 -1.70
Si 2.01 4.37 -2.97
Cl 2.00 2.33 -3.64
C 3.19 5.16 -1.72
C 0.19 4.68 -2.84
C 2.47 5.70 -4.32
H 3.48 4.50 -0.89
H 2.62 6.00 -1.29
H 4.10 5.61 -2.15
H 3.55 5.90 -4.46
H 2.04 6.64 -3.91
H 2.03 5.57 -5.31
H -0.29 3.86 -2.29
H -0.29 4.75 -3.83
H 0.01 5.62 -2.29
N -0.89 2.13 1.15
S -2.41 2.33 1.33
C -2.83 1.59 2.91
C -3.74 0.52 2.90
C -4.03 -0.16 4.08
C -3.40 0.20 5.28
C -2.49 1.25 5.28
C -2.19 1.95 4.10
C -2.60 4.10 1.59
C -3.60 4.61 2.43
C -3.71 5.99 2.62
C -2.85 6.88 1.96
C -1.91 6.37 1.06
C -1.78 4.98 0.88
H -0.35 2.26 2.01
H -4.18 0.25 1.95
H -4.77 -0.97 4.06
H -3.66 -0.33 6.20
H -2.00 1.54 6.22
H -1.47 2.76 4.10
H -4.26 3.92 2.93
H -4.47 6.38 3.30
H -2.91 7.95 2.14
H -1.25 7.05 0.51
H -1.01 4.58 0.22

=====

Going through the records in order, we get F_max values of 0.044, 0.047 hartree/bohr.